Entry 1:
{"formula": "C4H5N3O", "method": "the ωB97M-V functional and the def2-TZVPD basis", "elements": ["H", "N", "C", "C", "N", "N", "O", "C", "C", "H", "H", "H", "H"], "xyz": [[-2.324, -1.751, 0.031], [-2.376, -0.802, 0.098], [-1.380, -0.117, -0.061], [-1.585, 1.242, -0.233], [-1.683, 2.314, -0.139], [0.047, -0.444, 0.105], [-0.084, -1.934, -0.145], [1.272, 0.111, -0.579], [1.917, 1.023, 0.279], [0.386, -2.403, 0.691], [1.683, -0.635, -1.322], [1.506, 1.481, 1.350], [2.622, 1.915, -0.075]], "forces_ev_per_a": [[0.7, -3.1, 0.5], [-2.8, 1.1, -0.5], [3.8, 0.3, 0.0], [1.1, -7.2, -0.2], [-1.1, 10.6, 0.4], [-0.9, -3.1, -1.3], [2.8, -0.1, 3.0], [-0.3, -0.1, 4.0], [-1.0, 2.9, -0.6], [-1.5, 1.8, -2.8], [-0.5, 1.7, 0.4], [0.4, -2.0, -3.0], [-0.8, -2.8, 0.3]], "mulliken_charge": [0.2761, -0.5346, 0.0967, 0.4172, -0.3411, 0.0976, -0.5318, -0.1587, -0.5013, 0.3534, 0.3559, 0.2381, 0.2326], "largest_force_ha_per_bohr": 0.20777, "homo_ha": -0.3567, "homo_lumo_gap_ev": 9.915, "e_above_lowest_ev": 7.019, "smiles": "[H]/N=C(/C#N)N(O)C=C"}

Entry 2:
{"formula": "C3H4N2O", "method": "the ωB97M-V functional and the def2-TZVPD basis", "elements": ["H", "N", "C", "O", "C", "C", "N", "H", "H", "H"], "xyz": [[1.903, 0.459, 1.476], [1.144, 0.451, 0.800], [1.063, -0.660, 0.206], [0.104, -0.914, -0.709], [-0.832, 0.135, -0.898], [-1.619, 0.414, 0.318], [-2.231, 0.633, 1.276], [1.692, -1.547, 0.315], [-1.500, -0.200, -1.693], [-0.329, 1.058, -1.208]], "forces_ev_per_a": [[0.0, 0.0, -0.1], [0.1, -0.5, -0.2], [0.2, 0.3, 0.2], [-0.1, 0.0, 0.1], [-0.2, 0.2, -0.1], [-0.5, 0.2, 1.0], [0.6, -0.3, -1.1], [0.0, 0.2, 0.1], [0.1, 0.0, 0.1], [-0.1, -0.1, 0.1]], "mulliken_charge": [0.2309, -0.5960, 0.1373, -0.3577, -0.2161, 0.2492, -0.3650, 0.3671, 0.2791, 0.2711], "largest_force_ha_per_bohr": 0.02518, "homo_ha": -0.4003, "homo_lumo_gap_ev": 11.665, "e_above_lowest_ev": 1.471, "smiles": "[H]/N=C/OCC#N"}

Please write out number 1 again, unchanged.
{"formula": "C4H5N3O", "method": "the ωB97M-V functional and the def2-TZVPD basis", "elements": ["H", "N", "C", "C", "N", "N", "O", "C", "C", "H", "H", "H", "H"], "xyz": [[-2.324, -1.751, 0.031], [-2.376, -0.802, 0.098], [-1.380, -0.117, -0.061], [-1.585, 1.242, -0.233], [-1.683, 2.314, -0.139], [0.047, -0.444, 0.105], [-0.084, -1.934, -0.145], [1.272, 0.111, -0.579], [1.917, 1.023, 0.279], [0.386, -2.403, 0.691], [1.683, -0.635, -1.322], [1.506, 1.481, 1.350], [2.622, 1.915, -0.075]], "forces_ev_per_a": [[0.7, -3.1, 0.5], [-2.8, 1.1, -0.5], [3.8, 0.3, 0.0], [1.1, -7.2, -0.2], [-1.1, 10.6, 0.4], [-0.9, -3.1, -1.3], [2.8, -0.1, 3.0], [-0.3, -0.1, 4.0], [-1.0, 2.9, -0.6], [-1.5, 1.8, -2.8], [-0.5, 1.7, 0.4], [0.4, -2.0, -3.0], [-0.8, -2.8, 0.3]], "mulliken_charge": [0.2761, -0.5346, 0.0967, 0.4172, -0.3411, 0.0976, -0.5318, -0.1587, -0.5013, 0.3534, 0.3559, 0.2381, 0.2326], "largest_force_ha_per_bohr": 0.20777, "homo_ha": -0.3567, "homo_lumo_gap_ev": 9.915, "e_above_lowest_ev": 7.019, "smiles": "[H]/N=C(/C#N)N(O)C=C"}

Please write out number 1 again, unchanged.
{"formula": "C4H5N3O", "method": "the ωB97M-V functional and the def2-TZVPD basis", "elements": ["H", "N", "C", "C", "N", "N", "O", "C", "C", "H", "H", "H", "H"], "xyz": [[-2.324, -1.751, 0.031], [-2.376, -0.802, 0.098], [-1.380, -0.117, -0.061], [-1.585, 1.242, -0.233], [-1.683, 2.314, -0.139], [0.047, -0.444, 0.105], [-0.084, -1.934, -0.145], [1.272, 0.111, -0.579], [1.917, 1.023, 0.279], [0.386, -2.403, 0.691], [1.683, -0.635, -1.322], [1.506, 1.481, 1.350], [2.622, 1.915, -0.075]], "forces_ev_per_a": [[0.7, -3.1, 0.5], [-2.8, 1.1, -0.5], [3.8, 0.3, 0.0], [1.1, -7.2, -0.2], [-1.1, 10.6, 0.4], [-0.9, -3.1, -1.3], [2.8, -0.1, 3.0], [-0.3, -0.1, 4.0], [-1.0, 2.9, -0.6], [-1.5, 1.8, -2.8], [-0.5, 1.7, 0.4], [0.4, -2.0, -3.0], [-0.8, -2.8, 0.3]], "mulliken_charge": [0.2761, -0.5346, 0.0967, 0.4172, -0.3411, 0.0976, -0.5318, -0.1587, -0.5013, 0.3534, 0.3559, 0.2381, 0.2326], "largest_force_ha_per_bohr": 0.20777, "homo_ha": -0.3567, "homo_lumo_gap_ev": 9.915, "e_above_lowest_ev": 7.019, "smiles": "[H]/N=C(/C#N)N(O)C=C"}

Question: Number 1 is which compound?
Answer: C4H5N3O